C3S3 | ωB97M-V/def2-TZVPD

Last column: natural (NBO) charge in e.
Geometry (Å):
C -0.475 0.634 0.871  -0.26
C 0.051 0.093 -0.272  -0.37
C 0.565 -0.896 -0.929  -0.05
S -0.524 0.556 2.455  0.11
S -0.720 1.722 -0.465  0.29
S 1.102 -2.110 -1.660  0.28

## Properties
E_LUMO = -1.422 eV
Energy = -35613.46679 eV
SMILES = S=C=C1SC1=S
Charge = 0
Energy above the lowest of the compared OMol25 structures with the same formula, charge and spin = 0.0000 eV



C40H100ClN5O5 | ωB97M-V/def2-TZVPD

Last column: Löwdin charge in e.
Geometry (Å):
C 2.408 0.177 -3.257  -0.06
C 2.719 -1.327 -3.494  -0.14
N 3.751 -2.063 -2.586  -0.20
C 4.974 -1.130 -2.470  0.00
C 3.092 -2.180 -1.130  -0.10
C 4.028 -2.837 -0.034  -0.02
C 4.295 -3.346 -3.214  -0.07
C 3.269 -4.318 -3.729  -0.16
O 2.545 -4.695 -2.536  -0.20
C 1.508 -5.630 -2.837  -0.08
H 3.266 0.848 -3.236  0.08
H 1.817 0.232 -2.343  0.02
H 1.876 0.635 -4.091  0.09
H 3.101 -1.263 -4.513  0.13
H 1.867 -2.008 -3.524  0.10
H 5.806 -1.422 -1.828  0.10
H 4.692 -0.232 -1.921  0.09
H 5.390 -0.876 -3.444  0.12
H 2.182 -2.760 -1.285  0.11
H 2.785 -1.158 -0.908  0.07
H 3.957 -3.909 -0.219  0.08
H 3.677 -2.732 0.993  0.07
H 5.022 -2.395 -0.095  0.07
H 4.994 -3.789 -2.504  0.15
H 4.784 -2.925 -4.093  0.14
H 3.696 -5.214 -4.180  0.15
H 2.595 -3.933 -4.494  0.10
H 0.935 -5.790 -1.924  0.09
H 1.892 -6.611 -3.114  0.10
H 0.790 -5.443 -3.635  0.07
C 4.206 -0.556 5.115  -0.05
C 3.767 0.806 4.594  -0.14
N 2.888 0.768 3.300  -0.18
C 1.597 -0.011 3.773  0.01
C 2.398 2.189 2.821  -0.19
C 3.395 3.243 2.915  -0.06
C 3.520 -0.030 2.107  -0.06
C 4.751 0.631 1.422  -0.18
O 5.829 1.048 2.286  -0.21
C 7.014 1.553 1.612  -0.05
H 3.454 -1.139 5.648  0.09
H 4.984 -0.431 5.869  0.10
H 4.717 -1.128 4.340  0.08
H 4.654 1.345 4.260  0.11
H 3.202 1.408 5.306  0.14
H 1.876 -1.058 3.891  0.10
H 0.822 0.057 3.010  0.03
H 1.138 0.448 4.649  0.11
H 1.479 2.429 3.356  0.11
H 1.975 2.096 1.821  0.08
H 3.663 3.437 3.954  0.10
H 3.158 4.206 2.462  0.10
H 4.315 2.903 2.441  0.07
H 2.681 -0.045 1.411  0.06
H 3.785 -1.021 2.477  0.11
H 4.462 1.440 0.752  0.12
H 5.218 -0.092 0.754  0.11
H 7.490 0.984 0.813  0.09
H 7.793 1.921 2.279  0.11
H 6.662 2.460 1.120  0.08
C 1.186 4.083 -0.773  -0.06
C 0.279 5.230 -0.276  -0.14
N -0.963 4.703 0.437  -0.21
C -1.743 3.849 -0.577  0.02
C -0.550 3.719 1.578  -0.16
C -1.578 3.171 2.575  -0.07
C -1.888 5.830 1.011  -0.07
C -2.389 6.857 0.076  -0.23
O -1.372 7.458 -0.730  -0.19
C -2.019 8.541 -1.483  -0.05
H 1.998 4.654 -1.225  0.10
H 0.772 3.355 -1.469  0.07
H 1.711 3.629 0.068  0.05
H -0.015 5.796 -1.160  0.12
H 0.828 5.881 0.406  0.14
H -2.556 3.470 0.042  0.09
H -1.178 2.962 -0.865  0.07
H -2.091 4.441 -1.423  0.12
H 0.335 4.115 2.076  0.12
H -0.308 2.797 1.049  0.04
H -1.325 2.256 3.112  0.08
H -2.573 2.978 2.175  0.06
H -1.723 3.904 3.369  0.09
H -1.282 6.398 1.717  0.15
H -2.637 5.294 1.594  0.13
H -2.897 7.572 0.724  0.15
H -3.133 6.388 -0.568  0.13
H -2.850 8.191 -2.095  0.10
H -1.256 9.000 -2.111  0.10
H -2.274 9.440 -0.922  0.10
C -3.640 1.067 -2.851  -0.03
C -2.544 0.082 -2.394  -0.20
N -2.219 -1.129 -3.286  -0.18
C -0.991 -1.875 -2.546  0.01
C -3.327 -2.234 -3.350  -0.11
C -3.902 -2.698 -1.959  -0.04
C -1.745 -0.675 -4.726  -0.03
C -1.463 -1.866 -5.677  -0.22
O -0.252 -2.460 -5.286  -0.21
C -0.029 -3.668 -6.073  -0.05
H -3.885 1.887 -2.177  0.08
H -4.497 0.458 -3.140  0.09
H -3.182 1.602 -3.683  0.08
H -2.692 -0.303 -1.385  0.07
H -1.627 0.654 -2.250  0.09
H -0.059 -1.334 -2.707  0.06
H -0.895 -2.929 -2.805  0.10
H -1.198 -1.879 -1.476  0.04
H -2.849 -3.125 -3.755  0.12
H -4.067 -1.781 -4.009  0.13
H -3.059 -2.903 -1.298  0.05
H -4.438 -3.638 -2.090  0.10
H -4.522 -1.907 -1.537  0.08
H -0.840 -0.075 -4.636  0.13
H -2.567 -0.090 -5.138  0.13
H -1.373 -1.426 -6.670  0.14
H -2.319 -2.538 -5.737  0.12
H -0.577 -4.534 -5.702  0.09
H 0.976 -4.053 -5.896  0.07
H -0.074 -3.485 -7.146  0.11
C -3.346 -4.469 3.650  -0.03
C -3.534 -3.535 2.336  -0.11
N -3.081 -2.049 2.590  -0.21
C -1.472 -2.053 2.521  0.03
C -3.626 -1.302 1.341  -0.13
C -3.309 0.272 1.315  -0.06
C -3.440 -1.429 3.978  -0.05
C -4.976 -1.328 4.242  -0.19
O -5.719 -2.534 4.282  -0.23
C -7.179 -2.393 4.350  -0.02
H -2.326 -4.841 3.751  0.07
H -3.956 -5.350 3.451  0.09
H -3.583 -4.046 4.626  0.07
H -4.592 -3.539 2.074  0.11
H -2.988 -3.961 1.494  0.12
H -1.228 -1.045 2.859  0.06
H -1.191 -2.262 1.488  0.07
H -1.074 -2.755 3.254  0.10
H -4.704 -1.362 1.491  0.12
H -3.323 -1.850 0.449  0.08
H -3.726 0.810 2.166  0.06
H -3.806 0.649 0.421  0.07
H -2.229 0.404 1.386  -0.01
H -3.142 -0.382 4.039  0.12
H -2.852 -2.016 4.683  0.13
H -5.428 -0.681 3.490  0.11
H -5.120 -0.941 5.251  0.14
H -7.628 -3.275 3.895  0.10
H -7.408 -1.541 3.709  0.08
H -7.456 -2.231 5.392  0.10
Cl 0.187 0.164 0.172  -0.20

## Properties
E_LUMO = -7.670 eV
Energy = -73271.82490 eV
Charge = +4
Energy above the lowest of the compared OMol25 structures with the same formula, charge and spin = 0.2908 eV



C40H102ClF4O17PS13 | ωB97M-V/def2-TZVPD

Last column: Löwdin charge in e.
Geometry (Å):
C -1.697 1.368 -0.207  -0.09
C -2.426 0.379 -1.115  -0.23
O -1.700 0.140 -2.302  -0.18
C -1.678 -1.232 -2.690  -0.20
C -1.443 -1.247 -4.186  -0.12
C -0.027 -0.909 -4.597  -0.28
O -0.039 -0.595 -5.966  -0.07
C 0.173 0.770 -6.266  -0.19
C 1.011 0.886 -7.523  -0.15
C 1.218 2.347 -7.889  -0.07
C 2.491 2.950 -7.316  -0.57
F 3.297 3.456 -8.285  0.12
F 3.239 2.083 -6.597  0.12
F 2.207 3.983 -6.469  0.10
C 1.040 -2.029 -4.350  -0.79
F 1.722 -2.283 -5.504  0.04
Cl 0.366 -3.595 -3.833  0.80
O 1.931 -1.672 -3.369  -0.19
C 2.740 -0.544 -3.685  -0.47
P 2.437 0.846 -2.456  1.09
C 1.105 0.265 -1.343  -0.39
C 1.553 0.198 0.122  -0.14
C 1.743 2.226 -3.479  -0.42
C 2.203 3.576 -2.943  -0.16
S 4.490 -1.098 -3.713  0.60
C 4.504 -2.589 -2.762  -0.12
O 4.883 -1.351 -5.073  -0.31
O 5.311 -0.136 -3.030  -0.36
H -1.023 1.977 -0.798  0.07
H -1.112 0.831 0.534  0.04
H -2.404 2.009 0.302  0.07
H -2.588 -0.537 -0.553  0.12
H -3.406 0.793 -1.349  0.12
H -2.634 -1.689 -2.455  0.13
H -0.866 -1.727 -2.160  0.10
H -1.807 -2.148 -4.662  0.11
H -2.040 -0.425 -4.571  0.12
H 0.258 -0.052 -3.988  0.12
H 0.696 1.282 -5.458  0.09
H -0.788 1.246 -6.469  0.13
H 1.944 0.363 -7.348  0.12
H 0.508 0.366 -8.326  0.10
H 1.253 2.454 -8.963  0.10
H 0.384 2.944 -7.540  0.12
H 2.580 -0.151 -4.686  0.10
H 0.687 -0.698 -1.616  0.06
H 0.283 0.973 -1.444  0.03
H 2.092 1.089 0.412  0.06
H 2.159 -0.690 0.240  0.05
H 0.658 0.047 0.715  0.03
H 0.658 2.164 -3.472  0.07
H 2.133 2.117 -4.487  0.04
H 3.233 3.782 -3.205  0.07
H 1.573 4.333 -3.407  0.05
H 2.080 3.650 -1.867  0.06
H 4.268 -3.413 -3.422  0.05
H 5.488 -2.672 -2.326  0.07
H 3.762 -2.529 -1.975  0.07
C -0.555 2.565 -12.183  -0.26
S -1.622 2.493 -10.741  0.82
O -0.981 1.554 -9.779  -0.55
C -2.958 1.593 -11.534  -0.27
H 0.369 3.058 -11.890  0.05
H -0.341 1.553 -12.528  0.06
H -1.045 3.142 -12.966  0.05
H -2.580 0.648 -11.924  0.06
H -3.376 2.200 -12.337  0.05
H -3.723 1.402 -10.784  0.05
C -0.825 -1.473 5.067  -0.27
S -0.406 -0.121 3.967  0.81
O -0.659 -0.582 2.569  -0.56
C 1.367 -0.203 4.225  -0.25
H -1.902 -1.624 5.031  0.05
H -0.317 -2.387 4.758  0.06
H -0.530 -1.205 6.082  0.03
H 1.732 -1.193 3.953  0.06
H 1.583 0.015 5.271  0.05
H 1.833 0.545 3.588  0.04
C 0.171 8.773 -1.982  -0.27
S 0.713 7.076 -2.179  0.79
O 0.595 6.429 -0.841  -0.57
C 2.451 7.463 -2.412  -0.26
H -0.895 8.755 -1.777  0.00
H 0.709 9.233 -1.151  0.06
H 0.358 9.321 -2.905  0.06
H 2.823 8.014 -1.548  0.06
H 2.567 8.052 -3.322  0.06
H 2.991 6.524 -2.512  0.04
C -4.223 2.146 -6.363  -0.27
S -3.845 2.405 -4.624  0.78
O -5.123 2.282 -3.878  -0.55
C -3.488 4.160 -4.771  -0.26
H -4.515 1.106 -6.487  0.05
H -5.043 2.800 -6.660  0.06
H -3.333 2.350 -6.960  0.04
H -4.358 4.677 -5.176  0.06
H -2.622 4.299 -5.420  0.05
H -3.263 4.539 -3.777  0.04
C -0.998 3.714 1.579  -0.26
S 0.290 3.879 2.813  0.81
O -0.203 3.196 4.042  -0.58
C 0.089 5.643 3.074  -0.27
H -1.065 2.659 1.312  0.00
H -1.947 4.049 2.003  0.07
H -0.729 4.307 0.706  0.06
H -0.935 5.848 3.390  0.06
H 0.318 6.164 2.145  0.04
H 0.785 5.947 3.854  0.05
C 6.172 -2.025 2.571  -0.27
S 5.422 -0.419 2.271  0.81
O 4.013 -0.667 1.872  -0.55
C 6.324 -0.062 0.760  -0.26
H 5.707 -2.450 3.458  0.05
H 5.995 -2.675 1.715  0.06
H 7.241 -1.899 2.742  0.05
H 6.133 -0.845 0.028  0.05
H 7.390 0.006 0.982  0.05
H 5.967 0.889 0.371  0.06
C 4.759 -7.143 -4.935  -0.27
S 3.696 -6.788 -3.530  0.78
O 4.079 -7.725 -2.445  -0.55
C 2.188 -7.422 -4.272  -0.27
H 5.773 -6.855 -4.666  0.05
H 4.724 -8.210 -5.156  0.06
H 4.429 -6.561 -5.795  0.05
H 2.328 -8.469 -4.540  0.06
H 1.941 -6.829 -5.152  0.05
H 1.393 -7.332 -3.535  0.05
C -2.343 -1.258 8.987  -0.27
S -0.887 -2.144 9.543  0.81
O -0.113 -2.502 8.319  -0.57
C -1.760 -3.620 10.074  -0.28
H -2.016 -0.326 8.535  0.01
H -2.860 -1.858 8.237  0.06
H -2.996 -1.057 9.834  0.06
H -2.325 -4.040 9.244  0.02
H -2.429 -3.365 10.896  0.06
H -1.021 -4.342 10.417  0.05
C -5.139 -7.950 8.459  -0.27
S -4.056 -6.945 9.480  0.81
O -3.682 -5.753 8.671  -0.56
C -2.663 -8.070 9.442  -0.28
H -6.068 -7.403 8.320  0.05
H -4.665 -8.128 7.494  0.06
H -5.339 -8.893 8.968  0.05
H -2.360 -8.237 8.408  0.06
H -2.934 -9.012 9.917  0.03
H -1.846 -7.611 9.995  0.05
C -5.103 8.657 -1.758  -0.27
S -3.591 7.850 -1.220  0.80
O -2.814 7.524 -2.445  -0.56
C -4.367 6.328 -0.671  -0.26
H -4.833 9.622 -2.182  0.05
H -5.592 8.045 -2.516  0.06
H -5.759 8.804 -0.901  0.05
H -4.905 5.874 -1.503  0.06
H -5.046 6.545 0.153  0.06
H -3.579 5.659 -0.331  0.05
C 0.478 -12.165 11.649  -0.27
S -0.217 -10.550 11.287  0.80
O -1.624 -10.774 10.861  -0.56
C 0.744 -10.258 9.798  -0.27
H -0.023 -12.553 12.533  0.05
H 0.307 -12.832 10.805  0.06
H 1.545 -12.063 11.847  0.05
H 0.555 -11.056 9.080  0.06
H 1.803 -10.216 10.054  0.05
H 0.432 -9.304 9.380  0.04
C -1.860 4.232 8.333  -0.27
S -1.472 2.478 8.337  0.79
O -1.609 2.006 9.741  -0.56
C 0.282 2.669 8.008  -0.25
H -2.919 4.339 8.559  0.05
H -1.266 4.737 9.094  0.06
H -1.652 4.643 7.345  0.05
H 0.734 3.280 8.789  0.06
H 0.416 3.128 7.028  0.05
H 0.728 1.677 8.009  0.05

## Properties
E_LUMO = 0.272 eV
Energy = -251470.26679 eV
Charge = 0



> What is the energy in the third record?

-251470.26679 eV



> Which formula does entry 2 have?

C40H100ClN5O5



> The highest E_LUMO belongs to which entry?

C40H102ClF4O17PS13



> What is the formula in the third record?

C40H102ClF4O17PS13